Computed, not measured: a structure of composition C9H16Br3NNb, with ωB97M-V/def2-TZVPD.

Geometry (Å):
N -2.6815 0.8689 -4.2105
C -1.3507 1.5647 -4.0059
C -1.4848 2.5815 -2.6952
Nb -0.1638 1.7000 -1.0111
C 1.2069 0.5946 0.4728
C 2.6824 1.1678 0.9265
C 3.5784 0.2315 1.9693
C 2.9829 -1.1981 2.5202
C 1.5070 -1.7779 2.1019
C 0.6140 -0.8416 1.0620
H -2.8549 0.7742 -5.2414
H -2.5338 -0.1112 -3.8667
H -0.9221 2.0915 -4.9620
H -0.5488 0.7439 -3.6870
H -1.2089 3.6920 -2.9552
H -2.6332 2.5926 -2.3863
H -1.4452 1.9782 0.2380
H 0.5270 3.3217 -0.5870
H 1.1281 1.4926 -2.2599
H -0.9133 0.0979 -1.3893
H 3.0712 2.2140 0.5054
H 4.6596 0.5660 2.3225
H 3.6573 -1.8200 3.2514
H 1.1018 -2.8221 2.4988
H -0.4753 -1.1898 0.7201
C -1.4775 -3.6214 4.2217
Br -0.8680 -2.8332 2.5509
Br -3.3975 -3.9338 4.2167
Br -0.4830 -5.2328 4.6670
H -1.2744 -2.8915 5.0123

Values from the calculation:
LUMO level = 1.78 eV
Total charge = -1
E = -222744.3692 eV
Kohn-Sham gap = 6.497 eV
Largest force on an atom = 5.49 eV Å⁻¹
Relative energy (zero: lowest compared OMol25 entry of this formula, charge and spin) = 439.5 kJ/mol
HOMO = -4.719 eV

natural (NBO) atomic charge list, values in e, 6 entries: -0.86, -0.24, -0.96, 1.95, -0.47, -0.23